A | Molecular formula: C21H24N2O5S
Method: DFT, ωB97M-V/def2-TZVPD

```
53
Properties=species:S:1:pos:R:3
C 3.521 3.675 4.959
C 3.121 2.768 3.837
C 2.018 1.937 3.955
C 1.639 1.066 2.939
C 0.445 0.193 3.160
C 2.397 1.047 1.768
S 1.996 -0.038 0.388
O 3.136 -0.837 0.045
O 0.767 -0.744 0.622
N 1.795 1.110 -0.839
C 2.131 0.681 -2.187
C 0.887 0.625 -3.082
N -0.253 0.176 -2.317
C -0.841 -1.007 -2.626
O -0.457 -1.693 -3.553
C -2.035 -1.397 -1.807
C -1.884 -1.927 -0.534
C -2.983 -2.371 0.199
C -4.218 -2.267 -0.394
C -4.370 -1.742 -1.678
C -3.294 -1.304 -2.409
O -5.697 -1.753 -2.019
C -6.373 -2.328 -0.923
O -5.447 -2.621 0.100
C -0.657 1.047 -1.236
C 0.562 1.848 -0.734
C 3.520 1.862 1.625
C 4.360 1.857 0.389
C 3.862 2.714 2.667
H 4.041 4.552 4.583
H 4.193 3.148 5.636
H 2.652 3.994 5.529
H 1.436 1.961 4.865
H 0.706 -0.854 3.025
H -0.340 0.414 2.440
H 0.055 0.338 4.165
H 2.594 -0.303 -2.100
H 2.866 1.377 -2.611
H 0.669 1.616 -3.496
H 1.033 -0.082 -3.901
H -0.899 -1.987 -0.098
H -2.871 -2.783 1.187
H -3.412 -0.915 -3.407
H -6.874 -3.257 -1.244
H -7.130 -1.622 -0.544
H -1.437 1.743 -1.578
H -1.059 0.440 -0.425
H 0.428 2.110 0.317
H 0.677 2.774 -1.307
H 3.875 2.437 -0.393
H 4.489 0.844 0.022
H 5.333 2.297 0.594
H 4.731 3.347 2.561
```

Output
SMILES: Cc1cc(C)c(S(=O)(=O)N2CCN(C(=O)c3ccc4c(c3)OCO4)CC2)c(C)c1


B | Molecular formula: C21H24N2O5S
Method: DFT, ωB97M-V/def2-TZVPD

```
53
Properties=species:S:1:pos:R:3
C -6.141 -2.206 0.434
O -4.811 -1.852 0.147
C -4.494 -0.526 0.015
C -5.433 0.490 0.111
C -5.067 1.815 -0.070
C -3.760 2.130 -0.357
C -2.784 1.134 -0.465
C -1.428 1.558 -0.753
C -0.429 0.823 -1.255
C 0.920 1.403 -1.361
O 1.204 2.494 -0.887
N 1.873 0.660 -1.995
C 3.269 1.005 -1.818
C 4.067 -0.258 -1.416
N 3.226 -1.273 -0.837
S 3.055 -1.306 0.820
O 4.383 -1.216 1.353
O 2.259 -2.465 1.108
C 2.145 0.143 1.352
C 2.826 1.320 1.593
C 2.122 2.431 2.023
C 0.753 2.345 2.222
C 0.085 1.153 2.002
C 0.785 0.043 1.559
C 2.129 -1.733 -1.659
C 1.695 -0.622 -2.629
C -3.145 -0.211 -0.254
O -2.151 -1.141 -0.340
C -2.192 -2.311 0.455
H -6.823 -1.896 -0.364
H -6.143 -3.293 0.505
H -6.476 -1.783 1.387
H -6.465 0.257 0.320
H -5.814 2.589 0.011
H -3.469 3.158 -0.510
H -1.210 2.599 -0.541
H -0.581 -0.209 -1.509
H 3.674 1.422 -2.748
H 3.309 1.779 -1.048
H 4.828 -0.026 -0.671
H 4.564 -0.689 -2.292
H 3.896 1.346 1.454
H 2.637 3.362 2.198
H 0.205 3.214 2.553
H -0.981 1.087 2.164
H 0.297 -0.902 1.385
H 2.439 -2.626 -2.216
H 1.321 -2.016 -0.984
H 0.668 -0.764 -2.959
H 2.336 -0.637 -3.518
H -2.527 -2.093 1.471
H -1.165 -2.680 0.486
H -2.837 -3.075 0.018
```

Output
SMILES: COc1cccc(/C=C/C(=O)N2CCN(S(=O)(=O)c3ccccc3)CC2)c1OC


Quick one: least stable of them? B


A | Molecular formula: C2H5O2P
Method: DFT, ωB97M-V/def2-TZVPD

```
10
Properties=species:S:1:pos:R:3
C 1.809 -0.077 0.166
C 0.402 -0.127 0.600
P -1.143 0.363 -0.287
O -2.680 0.144 0.217
O -0.428 -0.992 -0.414
H 2.305 0.778 0.482
H 2.069 -0.032 -0.912
H 2.279 -0.956 0.521
H -1.693 0.605 -1.493
H -2.922 0.293 1.120
```

Output
SMILES: CC1=[P@H](O)O1


B | Molecular formula: C2H5O2P
Method: DFT, ωB97M-V/def2-TZVPD

```
10
C2H5O2P, DFT ωB97M-V/def2-TZVPD
C -1.244 -0.429 -0.129
C 0.465 -0.228 0.927
O 1.929 0.111 -1.743
O -0.616 0.075 -1.313
P 0.901 0.521 -0.769
H -1.657 -1.420 -0.270
H -1.872 0.269 0.443
H 0.346 0.476 1.790
H 0.852 -1.230 1.321
H 0.895 1.855 -0.257
```


Quick one: least stable of them? A


A | Molecular formula: C3H4ClNOS
Method: DFT, ωB97M-V/def2-TZVPD

```
11
Properties=species:S:1:pos:R:3
O 1.905 -1.220 0.107
C 0.842 -0.705 0.232
N -0.271 -1.130 0.726
C -1.106 0.041 0.512
C 0.153 0.666 -0.195
S 0.076 0.756 -2.038
Cl 0.859 2.195 0.404
H -0.624 -1.977 1.172
H -1.360 0.759 1.384
H -1.962 0.154 -0.115
H 1.488 0.461 -2.189
```

Output
SMILES: O=C1NC[C@@]1(S)Cl


B | Molecular formula: C3H4ClNOS
Method: DFT, ωB97M-V/def2-TZVPD

```
11
C3H4ClNOS, DFT ωB97M-V/def2-TZVPD
C -1.283 -0.885 -0.715
C 0.509 0.875 -0.928
C -0.320 -0.174 -0.128
N -1.955 -1.550 -1.319
O -0.076 -1.941 1.968
S 0.757 -1.124 1.140
Cl 1.718 0.538 2.054
H 0.760 0.746 -1.930
H -0.045 1.775 -1.003
H 1.382 0.844 -0.311
H -1.446 0.896 1.172
```


Quick one: least stable of them? B


A | Molecular formula: C4H9NO4
Method: DFT, ωB97M-V/def2-TZVPD

```
18
Properties=species:S:1:pos:R:3
N 1.031 -1.453 -0.178
C -0.014 -0.661 -0.283
O -0.681 -0.657 -1.364
C -0.212 0.323 0.892
C -1.386 1.260 0.675
O -1.339 2.308 1.600
C -1.584 3.603 1.209
O -1.744 4.550 1.977
H 1.247 -2.229 -0.809
H 1.571 -1.328 0.682
H 0.591 1.084 0.909
H -0.216 -0.184 1.877
H -2.293 0.654 0.858
H -1.454 1.669 -0.351
H -1.686 3.613 0.106
O 2.702 -4.112 -2.205
H 3.379 -3.787 -2.841
H 2.088 -4.653 -2.752
```

Output
SMILES: NC(=O)CCOC=O.O


B | Molecular formula: C4H9NO4
Method: DFT, ωB97M-V/def2-TZVPD

```
18
Properties=species:S:1:pos:R:3
N -1.871 2.539 -2.239
C -1.606 1.214 -1.981
O -2.384 0.336 -2.400
C -0.276 0.998 -1.198
C -0.304 -0.267 -0.294
O 1.029 -0.470 0.152
C 1.198 -1.386 1.027
O 2.156 -1.599 1.737
H -2.626 2.782 -2.886
H -1.330 3.277 -1.783
H 0.016 1.894 -0.618
H 0.518 0.807 -1.946
H -0.709 -1.096 -0.906
H -1.039 -0.047 0.504
H 0.214 -1.865 1.204
O 2.363 -2.099 4.169
H 2.333 -1.941 3.198
H 2.321 -3.078 4.262
```

Output
SMILES: NC(=O)CCOC=O.O


Quick one: least stable of them? B


A | Molecular formula: C26H21BrN10O2S3Tc
Method: DFT, ωB97M-V/def2-TZVPD

```
64
Properties=species:S:1:pos:R:3
Tc -1.296 1.248 1.266
O 1.365 0.208 4.588
C 1.250 -1.130 4.596
C 1.914 -1.858 5.551
C 1.871 -3.221 5.562
C 1.206 -3.923 4.566
C 0.559 -3.202 3.578
C 0.546 -1.777 3.602
C -0.107 -1.029 2.449
O -0.734 0.203 2.831
N 0.939 -0.702 1.572
N 0.610 0.122 0.529
C 1.266 -0.072 -0.541
C 1.623 0.919 -1.632
Br 1.387 2.732 -1.172
C 2.028 0.593 -2.817
C 2.347 -0.789 -3.185
C 1.720 -1.303 -4.285
C 2.171 -2.496 -4.841
C 3.150 -3.219 -4.193
C 3.772 -2.751 -3.029
C 3.373 -1.513 -2.566
H 0.519 0.535 4.148
H 2.358 -1.253 6.344
H 2.404 -3.662 6.373
H 1.230 -4.994 4.606
H 0.090 -3.715 2.692
H -0.822 -1.645 1.904
H 1.772 -1.310 1.474
H 1.822 -0.983 -0.566
H 2.282 1.351 -3.504
H 0.914 -0.768 -4.774
H 1.668 -2.871 -5.753
H 3.468 -4.224 -4.552
H 4.614 -3.208 -2.594
H 3.852 -1.069 -1.721
S -3.103 2.160 2.480
C -2.158 3.292 3.556
C -2.893 3.631 4.687
N -3.447 3.880 5.668
C -0.908 3.704 3.240
S -0.040 3.213 1.773
C -0.191 4.672 4.034
N 0.248 5.433 4.762
N -2.547 -0.328 0.621
C -2.559 -1.121 -0.236
N -2.595 -2.140 -1.029
C -1.898 -2.205 -2.149
N -1.244 -2.308 -3.098
C -2.638 0.325 -4.617
C -1.468 1.160 -4.098
C -1.725 1.797 -2.809
N -1.424 1.272 -1.683
N -1.920 1.986 -0.626
C -2.437 3.131 -0.972
N -2.923 4.117 -0.226
S -2.468 3.336 -2.698
H -2.422 0.041 -5.665
H -3.527 0.863 -4.644
H -2.753 -0.570 -3.948
H -1.326 1.905 -4.879
H -0.555 0.610 -4.061
H -2.829 4.033 0.762
H -3.378 4.890 -0.651
```

Output
2S+1: 4


B | Molecular formula: C26H21BrN10O2S3Tc
Method: DFT, ωB97M-V/def2-TZVPD

```
64
Properties=species:S:1:pos:R:3
Tc 0.825 -0.724 -1.161
O 3.835 0.238 1.502
C 4.359 1.363 0.935
C 5.593 1.936 1.402
C 6.138 3.086 0.846
C 5.501 3.742 -0.222
C 4.347 3.162 -0.738
C 3.821 2.013 -0.207
C 2.482 1.529 -0.676
O 2.541 0.218 -1.108
N 1.422 1.748 0.374
N 0.652 0.599 0.620
C 0.110 0.558 1.776
C -0.798 -0.412 2.379
Br -0.276 -2.221 2.384
C -1.887 0.026 3.022
C -2.413 1.414 3.068
C -2.684 2.199 1.952
C -3.079 3.515 2.067
C -3.229 4.016 3.355
C -2.995 3.234 4.454
C -2.548 1.912 4.316
H 3.453 -0.387 0.865
H 6.106 1.433 2.198
H 7.046 3.493 1.261
H 5.889 4.627 -0.679
H 3.955 3.580 -1.670
H 2.192 2.129 -1.528
H 1.871 2.031 1.238
H 0.251 1.559 2.272
H -2.307 -0.693 3.695
H -2.529 1.755 0.979
H -3.315 4.115 1.181
H -3.721 4.981 3.470
H -3.100 3.601 5.446
H -2.338 1.289 5.164
S 1.725 -2.837 -0.489
C 1.229 -3.921 -1.755
C 1.062 -5.319 -1.478
N 0.766 -6.380 -1.266
C 1.043 -3.474 -3.018
S 1.141 -1.728 -3.330
C 0.862 -4.387 -4.125
N 0.762 -5.156 -4.946
N 0.102 0.942 -2.327
C -0.439 1.769 -2.876
N -1.014 2.698 -3.479
C -2.141 3.160 -3.012
N -3.116 3.594 -2.548
C -2.625 -5.253 -2.362
C -2.797 -4.828 -0.933
C -2.372 -3.395 -0.795
N -1.197 -2.991 -0.980
N -1.131 -1.621 -0.993
C -2.300 -1.051 -0.923
N -2.424 0.299 -1.114
S -3.639 -2.168 -0.698
H -3.228 -6.113 -2.591
H -1.568 -5.455 -2.639
H -3.039 -4.330 -2.951
H -2.125 -5.403 -0.255
H -3.812 -4.944 -0.498
H -1.607 0.859 -0.982
H -3.288 0.767 -0.866
```

Output
2S+1: 4


Quick one: least stable of them? B


A | Molecular formula: C4H8N3OS
Method: DFT, ωB97M-V/def2-TZVPD

```
17
Properties=species:S:1:pos:R:3
C 3.042 1.341 -0.336
C 1.482 0.010 0.258
C -0.640 -1.434 -0.088
C 0.049 -0.219 0.618
N 1.731 1.232 -0.139
N 3.778 0.281 -0.173
N -0.683 1.117 0.353
O 0.265 -2.410 -0.126
S 2.889 -0.984 0.178
H 3.424 2.287 -0.412
H -0.868 -1.071 -1.087
H -1.556 -1.712 0.489
H -0.019 -0.245 1.789
H -1.715 1.171 0.471
H -0.157 1.485 -0.475
H -0.199 1.721 1.012
H 0.017 -3.282 0.211
```

Output
Charge: +1


B | Molecular formula: C4H8N3OS
Method: DFT, ωB97M-V/def2-TZVPD

```
17
Properties=species:S:1:pos:R:3
C 0.003 -1.486 1.530
C 0.841 0.607 0.592
C 1.074 -0.699 1.143
C -1.414 0.127 0.683
N -1.213 -1.060 1.203
N -0.418 1.004 0.351
N 1.823 1.384 0.200
O -0.983 -0.351 -1.894
S -3.000 0.673 0.402
H 0.041 -2.362 2.042
H 2.085 -1.125 1.224
H -0.540 -0.015 -2.753
H -0.645 1.900 -0.041
H 2.770 1.195 0.547
H 1.915 2.386 -0.217
H -1.780 -0.956 -2.045
H -3.765 -0.381 0.788
```

Output
Charge: +1


Quick one: least stable of them? A